Record 1
Molecular formula: C41H58N5O5S4Si2Sn
Method: DFT, ωB97M-V with the def2-TZVPD basis set

Calculated values
- largest force on an atom (eV/Å) = 1.4
- E_HOMO (eV) = -4.14
- E (eV) = -126083.1044
- total charge = -1
- energy above the lowest of the compared OMol25 structures with the same formula, charge and spin (kJ/mol) = 166.3

Last column: Löwdin charge in e.
Atoms and positions in Å:
Sn: -0.464 0.347 -0.382  1.09
C: 2.417 1.813 1.794  -0.02
C: 2.380 2.630 0.503  -0.64
C: 3.220 1.952 -0.580  -0.02
C: 2.883 4.048 0.765  -0.02
O: 1.043 2.642 0.018  -0.29
Si: -0.232 3.592 0.362  -0.18
S: -1.801 2.496 -0.525  0.34
O: -0.288 3.693 1.974  -0.13
C: -1.116 4.510 2.779  -0.64
C: -2.527 4.596 2.206  -0.05
C: -1.155 3.857 4.163  -0.02
C: -0.496 5.907 2.848  -0.02
O: -0.108 5.116 -0.184  -0.14
C: -0.233 5.668 -1.486  -0.64
C: 0.511 7.009 -1.452  -0.02
C: 0.392 4.746 -2.528  -0.03
C: -1.718 5.883 -1.789  -0.04
H: 3.434 1.735 2.168  0.08
H: 2.032 0.812 1.594  0.06
H: 1.784 2.288 2.540  0.08
H: 4.272 1.965 -0.310  0.09
H: 3.091 2.467 -1.529  0.08
H: 2.898 0.918 -0.709  0.04
H: 3.885 4.005 1.184  0.09
H: 2.219 4.548 1.464  0.07
H: 2.905 4.614 -0.162  0.08
H: -2.922 3.598 2.039  0.07
H: -2.513 5.107 1.249  0.07
H: -3.172 5.135 2.895  0.09
H: -1.584 2.862 4.081  0.09
H: -1.759 4.455 4.840  0.08
H: -0.151 3.767 4.573  0.08
H: -0.384 6.277 1.833  0.07
H: 0.485 5.864 3.316  0.09
H: -1.131 6.580 3.415  0.08
H: 1.548 6.848 -1.169  0.08
H: 0.056 7.675 -0.723  0.08
H: 0.479 7.481 -2.430  0.08
H: 1.423 4.531 -2.260  0.08
H: 0.368 5.208 -3.511  0.09
H: -0.153 3.807 -2.556  0.06
H: -2.151 6.581 -1.075  0.08
H: -2.236 4.931 -1.704  0.04
H: -1.852 6.281 -2.791  0.08
O: -2.969 -5.522 2.971  -0.07
C: -2.081 -4.577 3.536  -0.22
C: -1.913 -3.373 2.642  -0.23
C: -1.180 -2.244 3.138  -0.09
C: -1.022 -1.184 2.308  -0.23
N: -1.543 -1.050 1.073  -0.15
C: -2.282 -2.147 0.485  -0.43
C: -2.423 -3.324 1.406  -0.07
C: -1.612 -2.025 -1.921  -0.40
C: -1.356 -2.687 -3.140  0.00
C: -1.472 -1.999 -4.318  -0.21
C: -1.082 -2.608 -5.639  -0.22
O: -0.447 -3.856 -5.545  -0.06
C: -1.927 -0.670 -4.282  -0.03
C: -2.100 -0.078 -3.066  -0.17
N: -1.902 -0.714 -1.906  -0.06
H: -2.889 -6.353 3.450  0.08
H: -1.093 -5.030 3.712  0.13
H: -2.463 -4.250 4.519  0.12
H: -0.769 -2.244 4.135  0.09
H: -0.445 -0.315 2.632  0.10
H: -2.955 -4.171 1.005  0.11
H: -1.039 -3.719 -3.138  0.12
H: -0.434 -1.885 -6.161  0.13
H: -1.975 -2.764 -6.257  0.13
H: 0.292 -3.763 -4.929  0.08
H: -2.079 -0.116 -5.194  0.11
H: -2.375 0.964 -2.955  0.09
C: -4.467 0.232 0.012  -0.19
Si: -4.101 -1.630 -0.030  0.66
C: -4.598 -2.465 -1.680  -0.15
C: -5.252 -2.382 1.308  -0.18
N: -1.567 -2.651 -0.737  0.02
C: -0.853 -3.862 -0.594  -0.25
C: 0.411 -3.845 -0.024  -0.01
C: 1.107 -5.030 0.136  -0.09
C: 0.541 -6.229 -0.263  -0.08
C: -0.724 -6.246 -0.828  -0.07
C: -1.422 -5.066 -0.986  -0.03
H: -5.536 0.426 0.022  0.02
H: -4.030 0.765 -0.823  -0.03
H: -4.041 0.663 0.911  0.02
H: -5.675 -2.562 -1.766  0.02
H: -4.173 -3.461 -1.749  0.02
H: -4.250 -1.901 -2.538  0.01
H: -6.261 -1.990 1.215  0.02
H: -4.890 -2.137 2.300  0.03
H: -5.310 -3.463 1.248  0.02
H: 0.829 -2.897 0.289  0.12
H: 2.099 -5.020 0.567  0.10
H: 1.096 -7.148 -0.140  0.10
H: -1.176 -7.178 -1.137  0.10
H: -2.418 -5.060 -1.402  0.11
S: 5.311 -5.074 -1.003  0.54
C: 4.358 -3.765 -1.298  -1.12
S: 2.993 -3.760 -2.393  0.92
C: 2.649 -2.044 -1.892  -1.15
N: 3.491 -1.637 -1.007  0.00
N: 4.443 -2.554 -0.701  -0.17
C: 5.434 -2.168 0.216  -0.22
C: 5.067 -1.398 1.316  -0.01
C: 6.019 -1.035 2.250  -0.09
C: 7.339 -1.428 2.093  -0.11
C: 7.710 -2.157 0.975  -0.09
C: 6.767 -2.521 0.032  -0.06
S: 1.402 -1.198 -2.586  0.53
H: 4.034 -1.109 1.428  0.10
H: 5.726 -0.457 3.116  0.10
H: 8.077 -1.166 2.838  0.09
H: 8.742 -2.448 0.838  0.10
H: 7.059 -3.085 -0.839  0.07

***

Record 2
Molecular formula: C15H54O12
Method: DFT, ωB97M-V with the def2-TZVPD basis set

Calculated values
- largest force on an atom (eV/Å) = 1.8
- E_HOMO (eV) = -9.59
- SMILES = CCO.CCO.CCO.CCO.CCO.CCO.CO.CO.CO.O.O.O
- E (eV) = -40997.7592
- energy above the lowest of the compared OMol25 structures with the same formula, charge and spin (kJ/mol) = 347.5

Last column: Löwdin charge in e.
Atoms and positions in Å:
C: -0.390 2.884 -3.863  -0.09
C: -1.470 3.227 -4.870  -0.29
O: -2.792 3.277 -4.318  -0.10
H: -0.074 3.723 -3.244  0.08
H: 0.478 2.538 -4.431  0.08
H: -0.711 2.065 -3.216  0.03
H: -1.430 2.503 -5.693  0.11
H: -1.302 4.213 -5.307  0.11
H: -3.090 2.364 -4.254  0.05
C: 1.287 -2.232 3.033  -0.08
C: 1.378 -3.685 3.460  -0.30
O: 0.151 -4.337 3.092  -0.10
H: 2.243 -1.713 3.166  0.08
H: 0.537 -1.755 3.666  0.08
H: 1.070 -2.004 1.988  0.05
H: 1.510 -3.730 4.542  0.11
H: 2.208 -4.169 2.934  0.11
H: 0.316 -5.285 3.095  0.07
C: 4.876 1.119 0.726  -0.09
C: 6.037 0.324 1.321  -0.33
O: 6.067 0.457 2.727  -0.07
H: 4.908 2.182 0.944  0.07
H: 3.951 0.625 1.041  0.06
H: 4.771 0.969 -0.358  0.08
H: 6.997 0.621 0.880  0.11
H: 5.919 -0.711 0.993  0.10
H: 6.371 1.342 2.939  0.08
C: -2.955 1.722 -1.841  -0.07
C: -3.662 0.393 -1.770  -0.31
O: -4.342 0.189 -3.018  -0.08
H: -2.544 1.959 -0.858  0.08
H: -3.674 2.514 -2.054  0.09
H: -2.177 1.767 -2.602  0.02
H: -4.415 0.450 -0.973  0.11
H: -3.089 -0.520 -1.579  0.09
H: -4.876 -0.608 -3.013  0.09
C: -3.276 -0.482 2.129  -0.08
C: -3.988 -1.096 3.309  -0.32
O: -4.111 -2.515 3.178  -0.08
H: -3.820 -0.638 1.198  0.06
H: -2.235 -0.795 2.066  0.07
H: -3.291 0.602 2.299  0.07
H: -4.986 -0.658 3.421  0.11
H: -3.539 -0.850 4.280  0.11
H: -3.314 -2.909 3.544  0.08
C: -0.843 -3.586 -0.449  -0.07
C: 0.097 -4.139 -1.508  -0.30
O: 1.354 -4.546 -0.974  -0.09
H: -1.860 -3.453 -0.834  0.08
H: -0.485 -2.585 -0.200  0.06
H: -1.010 -4.233 0.411  0.07
H: 0.246 -3.441 -2.331  0.11
H: -0.356 -5.009 -2.006  0.11
H: 1.210 -5.164 -0.252  0.10
C: -0.942 3.768 3.628  -0.15
O: -2.278 3.314 3.875  -0.14
H: -0.586 3.430 2.652  0.07
H: -0.951 4.865 3.597  0.08
H: -0.296 3.455 4.440  0.08
H: -2.829 3.657 3.167  0.06
C: -0.036 0.623 -0.077  -0.14
O: 1.250 0.357 0.473  -0.15
H: 0.016 1.174 -1.020  0.07
H: -0.647 -0.277 -0.138  0.07
H: -0.479 1.346 0.613  0.08
H: 1.596 -0.410 -0.020  0.03
C: 2.487 3.409 -0.566  -0.16
O: 2.026 3.076 0.724  -0.13
H: 3.447 2.920 -0.760  0.06
H: 1.810 3.047 -1.355  0.07
H: 2.560 4.489 -0.676  0.08
H: 1.945 2.116 0.801  0.03
O: 2.425 -1.921 -0.663  -0.05
H: 2.065 -2.829 -0.729  0.03
H: 3.185 -1.995 -0.072  0.07
O: -1.249 -0.738 -3.007  -0.06
H: -0.859 -1.217 -3.752  0.06
H: -2.173 -0.612 -3.261  0.03
O: 1.757 -0.518 -3.069  -0.07
H: 0.808 -0.471 -2.876  -0.02
H: 2.070 -1.239 -2.493  0.00

***

Record 3
Molecular formula: CH3BrI2Si
Method: DFT, ωB97M-V with the def2-TZVPD basis set

Calculated values
- largest force on an atom (eV/Å) = 3.6
- E_HOMO (eV) = -9.34
- E (eV) = -95208.3464
- energy above the lowest of the compared OMol25 structures with the same formula, charge and spin (kJ/mol) = 180.4

Last column: natural (NBO) charge in e.
Atoms and positions in Å:
C: -0.126 1.280 -0.370  -0.83
Si: 0.071 -1.216 0.167  0.72
Br: 0.611 -2.525 -1.514  -0.24
I: 2.037 -1.144 1.770  -0.14
I: -2.232 -1.623 0.944  -0.12
H: 0.258 1.820 -1.276  0.21
H: -1.078 1.742 -0.196  0.20
H: 0.459 1.667 0.476  0.20

***

Record 4
Molecular formula: C22H35NNiO2P2S2
Method: DFT, ωB97M-V with the def2-TZVPD basis set

Calculated values
- largest force on an atom (eV/Å) = 4.2
- E_HOMO (spin up / spin down) (eV) = -5.10 / -6.17
- E (eV) = -110250.5233
- <S²> = 2.0243
- 2S+1 = 3
- energy above the lowest of the compared OMol25 structures with the same formula, charge and spin (kJ/mol) = 17.7

Last column: natural (NBO) charge in e.
Atoms and positions in Å:
P: 0.386 -2.778 -3.603  0.87
P: 0.986 1.044 -4.081  1.36
C: 0.184 -1.553 -4.947  -0.76
C: 1.300 -0.500 -5.012  -0.71
H: -0.792 -1.072 -4.768  0.22
H: 0.099 -2.078 -5.914  0.23
H: 2.248 -0.906 -4.617  0.26
H: 1.454 -0.242 -6.075  0.25
C: 0.145 2.016 -5.421  -0.96
H: -0.501 2.791 -4.996  0.25
H: -0.471 1.354 -6.047  0.24
H: 0.893 2.504 -6.061  0.24
C: 2.666 1.772 -4.138  -0.95
H: 2.998 1.900 -5.183  0.25
H: 3.342 1.076 -3.618  0.27
H: 2.666 2.746 -3.632  0.25
C: -1.284 -3.460 -3.445  -0.96
H: -1.367 -4.007 -2.502  0.27
H: -1.511 -4.118 -4.294  0.22
H: -1.994 -2.623 -3.416  0.23
C: 1.454 -4.150 -4.186  -0.97
H: 1.835 -4.722 -3.325  0.28
H: 2.270 -3.734 -4.788  0.24
H: 0.815 -4.776 -4.814  0.21
Ni: 1.637 -2.813 -2.086  0.44
C: -1.933 4.571 -2.865  -0.20
C: -2.649 4.094 -3.888  -0.18
C: -3.058 2.676 -4.165  -0.45
C: -2.837 1.580 -3.071  -0.49
C: -1.539 1.035 -2.700  -0.09
C: -0.289 1.700 -2.540  -0.36
C: -0.093 3.085 -1.934  -0.42
C: -1.386 3.853 -1.669  -0.45
C: 2.855 -3.855 -0.913  -1.17
H: -1.701 5.638 -2.836  0.21
H: -2.960 4.809 -4.669  0.21
H: -2.598 2.343 -5.108  0.21
H: -4.153 2.675 -4.347  0.23
H: -3.419 1.841 -2.168  0.24
H: -3.326 0.690 -3.504  0.23
H: -1.617 0.029 -2.258  0.22
H: 0.305 1.000 -1.900  0.27
H: 0.569 3.697 -2.555  0.22
H: 0.435 2.945 -0.975  0.25
H: -2.110 3.196 -1.178  0.22
H: -1.098 4.655 -0.975  0.23
H: 3.415 -3.000 -0.483  0.22
H: 3.508 -4.474 -1.554  0.17
H: 2.438 -4.453 -0.080  0.20
O: 2.840 1.124 0.764  -0.95
S: 2.650 -0.207 1.291  2.27
O: 3.749 -0.862 1.963  -0.91
N: 1.976 -1.222 0.093  -0.80
C: 0.798 -1.709 0.443  0.07
S: 0.186 -3.025 -0.441  -0.22
C: 0.249 -1.160 1.675  -0.02
C: -0.965 -1.425 2.304  -0.20
C: -1.239 -0.784 3.516  -0.20
C: -0.287 0.053 4.127  -0.21
C: 0.950 0.276 3.510  -0.17
C: 1.181 -0.310 2.273  -0.34
H: -1.666 -2.111 1.815  0.24
H: -2.207 -0.933 3.992  0.21
H: -0.516 0.535 5.078  0.22
H: 1.729 0.884 3.965  0.23

***

Record 5
Molecular formula: C31H25CrN6O5P
Method: DFT, ωB97M-V with the def2-TZVPD basis set

Calculated values
- largest force on an atom (eV/Å) = 0.4
- E_HOMO (spin up / spin down) (eV) = -4.85 / -7.68
- E (eV) = -89444.5342
- <S²> = 6.0874
- 2S+1 = 5
- energy above the lowest of the compared OMol25 structures with the same formula, charge and spin (kJ/mol) = 0.0

Last column: natural (NBO) charge in e.
Atoms and positions in Å:
Cr: 1.059 0.540 -0.621  1.09
N: 2.774 3.522 1.679  -0.56
C: 2.357 2.816 2.817  -0.12
C: 1.697 1.720 2.383  -0.07
N: 1.697 1.661 1.006  -0.62
C: 2.391 2.771 0.582  0.24
C: 2.539 2.970 -0.785  0.25
N: 2.003 2.042 -1.620  -0.58
C: 2.313 2.426 -2.902  -0.05
C: 3.016 3.581 -2.879  -0.11
N: 3.158 3.937 -1.534  -0.54
H: 3.540 4.173 1.679  0.40
H: 2.544 3.176 3.812  0.22
H: 1.209 0.974 2.985  0.22
H: 2.005 1.841 -3.752  0.23
H: 3.423 4.180 -3.672  0.22
H: 3.668 4.727 -1.187  0.41
C: -1.491 3.068 1.284  -0.66
C: -1.652 2.538 -0.094  0.42
N: -0.899 1.628 -0.679  -0.51
C: -1.436 1.408 -1.920  0.00
C: -2.543 2.182 -2.089  0.01
N: -2.658 2.894 -0.923  -0.47
C: -3.542 2.368 -3.168  0.77
O: -3.378 1.640 -4.250  -0.66
O: -4.453 3.149 -3.005  -0.61
C: -0.782 0.430 -2.825  0.79
O: -1.256 0.232 -3.948  -0.66
O: 0.256 -0.137 -2.338  -0.72
H: -0.448 2.996 1.586  0.26
H: -2.096 2.487 1.983  0.23
H: -1.807 4.109 1.340  0.23
H: -3.401 3.555 -0.757  0.45
H: -2.565 1.049 -4.180  0.51
O: 3.634 -0.864 -1.014  -0.55
C: 2.436 -1.002 -0.921  0.29
C: 1.827 -2.379 -1.142  -0.03
C: 2.458 -3.337 -1.924  -0.18
C: 1.858 -4.571 -2.114  -0.19
C: 0.640 -4.863 -1.507  -0.20
C: 0.016 -3.919 -0.706  -0.20
C: 0.608 -2.673 -0.537  -0.35
P: 0.003 -1.339 0.528  0.99
C: 0.502 -1.894 2.184  -0.37
C: 1.794 -1.595 2.607  -0.19
C: 2.265 -2.091 3.815  -0.20
C: 1.449 -2.887 4.604  -0.20
C: 0.163 -3.201 4.180  -0.23
C: -0.307 -2.713 2.971  -0.13
C: -1.804 -1.337 0.463  -0.35
C: -2.571 -0.809 1.499  -0.21
C: -3.934 -0.610 1.328  -0.21
C: -4.538 -0.925 0.119  -0.22
C: -3.779 -1.447 -0.919  -0.15
C: -2.418 -1.651 -0.751  -0.22
H: 3.408 -3.093 -2.381  0.23
H: 2.337 -5.315 -2.737  0.22
H: 0.179 -5.830 -1.658  0.22
H: -0.927 -4.151 -0.225  0.22
H: 2.439 -0.984 1.986  0.23
H: 3.271 -1.856 4.134  0.22
H: 1.816 -3.273 5.546  0.22
H: -0.470 -3.833 4.788  0.22
H: -1.303 -2.974 2.638  0.21
H: -2.104 -0.542 2.440  0.22
H: -4.522 -0.205 2.141  0.22
H: -5.600 -0.763 -0.014  0.22
H: -4.243 -1.686 -1.867  0.22
H: -1.826 -2.040 -1.571  0.24

***

Record 6
Molecular formula: C5H10S
Method: DFT, ωB97M-V with the def2-TZVPD basis set

Calculated values
- largest force on an atom (eV/Å) = 5.8
- E_HOMO (eV) = -8.78
- SMILES = C=CC(C)(C)S
- E (eV) = -16180.6314
- energy above the lowest of the compared OMol25 structures with the same formula, charge and spin (kJ/mol) = 178.1

Last column: natural (NBO) charge in e.
Atoms and positions in Å:
C: 0.328 0.398 2.362  -0.39
C: -0.462 0.167 1.314  -0.17
C: 0.271 -0.215 -0.078  -0.22
C: -0.923 -0.494 -1.074  -0.61
C: 1.231 0.843 -0.481  -0.62
S: 1.157 -1.701 0.099  0.02
H: -0.254 0.722 3.245  0.20
H: 1.380 0.298 2.387  0.21
H: -1.432 0.472 1.251  0.19
H: -0.655 -0.383 -2.094  0.21
H: -1.284 -1.493 -0.979  0.22
H: -1.790 0.042 -0.760  0.20
H: 1.343 0.639 -1.498  0.21
H: 2.182 0.840 0.076  0.23
H: 0.792 1.845 -0.258  0.22
H: 1.575 -1.546 -1.141  0.10

***

| no. | molecular weight (g/mol) |
| --- | --- |
| 1 | 1004.096 |
| 2 | 426.585 |
| 3 | 376.833 |
| 4 | 530.302 |
| 5 | 644.548 |
| 6 | 102.202 |